Formula: C36H75BBr25ClN4O3PS
Source: the Open Molecules 2025 dataset
Level of theory: ωB97M-V/def2-TZVPD

E (eV): -1835031.7885
Lowest unoccupied orbital energy (eV): -3.3265
Gap between HOMO and LUMO (eV): 7.1
Charge: +1

The geometry in XYZ format:
```
147
Properties=species:S:1:pos:R:3:forces:R:3
C 3.644538 1.863914 -0.106322 -0.0648 -0.3059 -1.0752
C 4.103020 2.045397 -1.560341 -0.3490 -0.5187 0.3716
C 4.118610 0.706022 -2.272674 -0.2693 0.1210 0.1070
C 2.695330 0.103604 -2.359896 1.7836 0.3284 -0.1343
N 2.677711 -1.181555 -1.671208 -1.0587 1.5146 -1.8528
C 3.396700 -2.190525 -2.155197 0.0963 0.2140 1.3955
N 4.202350 -2.175156 -3.213465 1.1382 0.2390 -0.4397
N 3.187581 -3.259645 -1.369480 -0.1951 -0.7890 0.0700
Cl 4.582049 -3.912286 -0.636335 -0.0059 -0.3019 -0.1809
C 1.983237 -3.003587 -0.518995 1.0135 -1.0803 -0.3230
S 1.038948 -4.593585 -0.600728 -0.7489 -0.0152 0.2307
B 2.418331 -2.683237 1.013851 -0.7879 0.0806 0.1533
O 1.852155 -3.385584 2.024393 -0.2731 0.0701 0.6298
O 3.318722 -1.738298 1.291585 0.7771 -0.0723 -0.5584
C 3.975495 -1.884322 2.567444 0.8455 0.8701 0.2323
C 5.251688 -1.072572 2.584150 -0.0890 -0.8689 -0.3621
C 1.402296 -1.822618 -1.344523 -1.2576 -1.2092 0.5229
C 0.366912 -0.997797 -0.607122 0.1038 0.8648 -0.1976
Br -0.849584 -2.137485 0.404679 0.0652 -0.0692 0.1972
C -0.391971 -0.021384 -1.519110 -0.5095 -1.8545 1.3227
C -1.821107 0.293289 -1.127668 -0.2906 -0.0817 0.2791
P 0.803081 -2.705211 -2.937073 0.2296 -1.1536 -0.7603
N -0.870198 -2.914104 -2.788005 0.4050 0.8397 -0.1951
O 0.988272 -1.559677 -4.123982 -0.3074 0.1700 0.6171
H 4.040189 2.619004 0.542841 0.0874 0.3097 0.4251
H 3.925455 0.870758 0.208749 0.3112 -0.2517 0.5316
H 2.567955 1.877075 -0.092825 -0.5495 0.2141 0.3779
H 3.395799 2.659561 -2.094551 -0.0726 0.6723 -0.1902
H 5.077968 2.490543 -1.588913 0.5063 0.3367 -0.1729
H 4.504593 0.806099 -3.273679 0.2894 0.1066 -0.4191
H 4.785104 0.055600 -1.716800 0.1710 -0.3425 0.1332
H 2.049980 0.797524 -1.867928 -0.6486 0.0169 0.2609
H 2.446373 0.023546 -3.407308 -0.5096 -0.2636 -0.1704
H 4.019636 -2.779826 -3.990496 0.1036 -0.5946 0.1664
H 4.997260 -1.570066 -3.279445 -0.0961 0.4670 -0.1063
H 2.005972 -5.409784 -1.039641 0.2742 0.2986 -0.0520
H 0.897166 -3.245238 2.059950 -0.0428 -0.5829 -0.1040
H 3.341597 -1.542500 3.364426 -0.7023 0.0756 0.2478
H 4.240092 -2.908101 2.754061 -0.2808 -0.5285 -0.0700
H 5.123563 -0.168455 2.016744 0.0813 0.5337 -0.1408
H 6.041220 -1.681580 2.174851 0.4573 -0.0191 -0.4799
H 5.520075 -0.855209 3.606006 0.0622 -0.1615 -0.5696
H 0.887581 -0.413995 0.134709 0.1215 0.1324 0.5829
H 0.102690 0.932530 -1.533509 0.9906 -0.5654 1.1681
H -0.393365 -0.357914 -2.543467 0.2567 -0.4737 -0.1868
H -2.091674 1.166475 -1.704142 -0.7661 -0.5351 0.7884
H -1.901439 0.583426 -0.097220 -0.1176 -0.2892 0.4956
H -2.514329 -0.477192 -1.412641 -0.2847 -0.5729 0.2691
H -1.166820 -3.700771 -3.345463 -0.0932 -0.2993 0.0738
H -1.348027 -2.085940 -3.128884 -0.3756 -0.0297 0.1680
H 1.110415 -2.053555 -4.951253 0.0567 0.3722 -0.1035
Br -1.378306 4.243767 0.067249 -0.0202 -0.0730 -0.0247
C -3.209761 4.016523 0.696933 0.1195 0.2274 0.0372
C -3.256745 3.486628 2.103372 -0.0600 -0.2108 -0.1008
Br -2.835315 1.585065 2.149493 -0.0371 0.1128 0.2485
H -3.703484 3.362927 -0.013696 -0.0463 -0.0645 0.0313
H -3.656229 5.006566 0.649679 -0.0069 0.0230 0.0391
H -4.259613 3.574145 2.509581 -0.0563 0.0254 -0.0129
H -2.555829 3.978932 2.767989 0.0321 0.0554 -0.0240
Br 5.354983 -3.610004 5.176613 0.1022 -0.1747 0.0815
C 5.363495 -5.542736 4.934132 0.0229 0.1861 0.1321
C 6.414810 -5.951612 3.949686 -0.0829 -0.1539 -0.0636
Br 5.850804 -5.528080 2.130898 0.0553 -0.0255 -0.0905
H 4.361633 -5.824533 4.628831 -0.0206 -0.0334 -0.0294
H 5.576585 -5.964539 5.913202 0.0195 -0.0113 -0.0267
H 6.572126 -7.026612 3.966212 -0.0362 -0.0027 -0.0252
H 7.360521 -5.447353 4.106372 0.0408 0.0046 0.0088
Br 8.639589 -8.741058 2.786315 -0.0359 -0.0086 -0.0128
C 9.213227 -7.726135 1.230122 0.0245 -0.2150 0.0372
C 10.394588 -6.851297 1.549085 -0.0722 0.2158 -0.0419
Br 9.860894 -5.295907 2.586992 0.1051 0.0353 0.0277
H 8.349481 -7.162556 0.892869 0.0101 0.0733 0.0082
H 9.479752 -8.466266 0.479369 0.0422 -0.0146 0.0071
H 10.835181 -6.458095 0.636202 -0.0235 -0.0028 -0.0290
H 11.155974 -7.363019 2.126694 -0.0074 -0.0717 0.0085
Br 4.491123 -6.653061 8.549986 0.0080 -0.0398 -0.0043
C 6.210503 -6.794673 9.449456 -0.1567 0.1718 0.0116
C 7.330322 -6.252029 8.602052 0.1508 -0.1722 -0.0135
Br 7.817528 -7.491136 7.178867 -0.0292 0.0837 -0.0483
H 6.345832 -7.839485 9.704816 0.0456 -0.0342 -0.0225
H 6.105540 -6.210442 10.360267 0.0395 0.0390 -0.0028
H 8.231828 -6.131479 9.197475 -0.0023 -0.0117 0.0336
H 7.082849 -5.307703 8.128161 -0.0581 0.0317 0.0114
Br 1.849131 -2.031743 -7.217172 0.2496 -0.2272 -0.2817
C 1.070626 -0.712463 -8.423330 -0.1007 0.2114 0.3179
C -0.418309 -0.887139 -8.530664 -0.1979 -0.0253 -0.3441
Br -0.895102 -2.385876 -9.670585 0.0555 -0.0349 0.1146
H 1.584552 -0.813202 -9.372669 0.0092 -0.1540 -0.0056
H 1.311558 0.251553 -7.979759 -0.0337 0.0215 0.0220
H -0.871364 -0.017683 -9.004730 0.0758 0.0772 0.0234
H -0.885646 -1.056154 -7.567046 0.0065 0.0431 0.0542
Br 1.191104 3.583578 -10.883047 -0.0691 0.0592 -0.0487
C 1.602530 1.709770 -11.164737 0.1317 0.1812 0.0143
C 1.015777 1.157749 -12.434332 -0.2197 -0.1935 -0.0099
Br -0.903173 0.865590 -12.298974 0.0684 0.0644 0.0775
H 1.241166 1.194808 -10.282089 -0.0392 -0.0574 -0.0440
H 2.688530 1.653174 -11.199154 0.0068 -0.0163 -0.0212
H 1.446058 0.180317 -12.642009 0.0081 -0.0066 -0.0041
H 1.163431 1.806064 -13.290464 0.0874 0.0752 0.0260
Br -6.420493 6.154656 3.880239 -0.0405 -0.0728 -0.0316
C -7.316452 4.949197 5.122525 0.0159 0.2098 -0.0390
C -6.329503 4.114674 5.889566 -0.0533 -0.2213 -0.0204
Br -5.605089 2.689365 4.781985 0.0576 -0.0340 0.0746
H -8.008530 4.351911 4.536496 -0.0025 -0.0408 0.0038
H -7.874868 5.592687 5.798623 0.0432 -0.0011 0.0584
H -6.816525 3.615715 6.723762 -0.0642 0.0041 -0.0175
H -5.485994 4.689600 6.254638 0.0065 0.0564 -0.0071
Br 5.192696 0.216038 5.463977 -0.2171 0.5250 1.1209
C 3.424093 0.074933 6.266558 0.0928 0.2615 0.0495
C 3.498789 -0.234238 7.738174 -0.1178 -0.2766 0.0700
Br 3.960034 -2.098739 8.033755 -0.0301 0.1337 0.2052
H 2.889978 -0.685981 5.707870 -0.0234 -0.0676 0.0354
H 2.954329 1.041853 6.103161 0.0057 0.0279 0.0212
H 2.526344 -0.094767 8.204262 -0.0318 0.0302 -0.0403
H 4.238668 0.361360 8.260903 0.0257 0.0672 -0.0559
Br -0.237053 3.535760 -7.078315 0.1017 -0.0949 -0.0560
C -1.295087 4.997925 -7.805054 0.0529 0.0333 0.1626
C -2.769080 4.716539 -7.690255 -0.1218 -0.0247 -0.2545
Br -3.352025 3.425157 -9.020176 0.0263 -0.0511 0.0873
H -0.970902 5.138805 -8.830536 -0.0262 -0.0448 -0.0502
H -1.022622 5.871408 -7.217173 -0.0222 0.0009 0.0297
H -3.343612 5.618098 -7.889110 0.0394 0.0421 -0.0036
H -3.048753 4.314222 -6.721444 0.0296 -0.0173 0.0307
Br -10.474937 4.803888 2.244302 -0.0128 -0.0450 0.0517
C -11.672946 5.556455 3.579520 0.1410 0.0816 -0.1758
C -11.055942 5.534483 4.952019 -0.2317 -0.1209 0.1402
Br -11.073145 3.749484 5.727083 0.0933 0.0190 -0.0199
H -12.600360 4.995686 3.516358 -0.0157 -0.0281 0.0542
H -11.849812 6.582352 3.265924 -0.0056 0.0231 0.0171
H -11.631771 6.152557 5.636823 -0.0249 0.0235 -0.0191
H -10.023788 5.864285 4.950137 0.0248 0.0668 -0.0749
Br -15.814226 5.985851 2.667253 -0.0147 -0.0523 -0.0270
C -16.726807 4.818898 3.930446 0.0667 0.2671 0.0077
C -15.748208 3.989814 4.714831 -0.0334 -0.3040 -0.0084
Br -15.032755 2.525502 3.652826 0.0908 0.0915 0.0087
H -17.423721 4.217396 3.358177 0.0080 -0.0570 -0.0129
H -17.278432 5.483723 4.590549 0.0109 -0.0055 0.0384
H -16.238684 3.516994 5.562070 -0.0494 0.0289 0.0068
H -14.899770 4.566946 5.066342 0.0003 0.0510 0.0182
Br -0.697505 1.935211 -2.950923 0.4689 4.3340 -4.2161
C -1.765421 3.431320 -3.593279 0.3241 0.1372 -0.1813
C -3.239387 3.161348 -3.466554 -0.0205 0.0145 -0.2020
Br -3.859212 1.941448 -4.851063 0.0144 -0.0554 0.0548
H -1.461799 3.609470 -4.620142 -0.0978 0.0767 -0.0052
H -1.476534 4.276208 -2.972292 -0.0467 0.0022 0.0431
H -3.806562 4.077255 -3.615823 0.0157 0.0191 0.0403
H -3.508679 2.722007 -2.512716 -0.0378 -0.0145 0.0736
```
Forces are in eV/Å.